Entry from OMol25: C25H45ClIPYb as an isolated structure in a non-equilibrium geometry (ωB97M-V/def2-TZVPD).

```
74
Properties=species:S:1:pos:R:3:forces:R:3
Yb 1.778 3.126 1.952 0.86 0.12 0.61
Cl -0.241 2.486 3.218 -1.39 -0.15 0.91
P -0.394 0.207 -0.306 0.26 0.35 0.92
C -1.255 -0.764 1.028 -1.08 3.63 -0.72
H -1.163 -0.087 1.905 0.02 -0.16 -0.34
H -2.331 -0.735 0.747 0.35 0.19 0.02
C 1.410 0.371 0.044 0.08 0.32 -0.17
C -1.043 1.923 -0.081 -0.29 -0.42 0.16
C 2.287 -0.413 -0.936 0.11 -0.28 -0.26
H 1.671 1.443 -0.117 -0.49 -0.46 -0.57
C 3.768 -0.237 -0.593 0.09 0.05 -0.05
H 2.033 -1.482 -0.904 0.11 0.19 0.12
H 2.104 -0.077 -1.969 0.07 0.00 0.17
C 4.054 -0.628 0.858 0.02 0.14 0.15
H 4.360 -0.854 -1.278 0.01 0.07 0.03
H 4.059 0.813 -0.756 -0.10 -0.33 0.06
C 3.163 0.189 1.813 0.07 0.17 -0.16
H 3.880 -1.707 0.993 -0.13 0.20 0.04
H 5.111 -0.453 1.094 -0.09 0.02 -0.08
C 1.702 0.017 1.489 0.37 2.94 0.56
H 3.353 -0.104 2.855 -0.02 0.07 -0.13
H 3.464 1.257 1.716 0.65 -0.26 0.14
H 1.347 -1.222 1.630 -0.11 -0.63 -0.08
H 1.048 0.557 2.203 0.28 -0.15 -0.34
C -0.953 -0.483 -1.915 -0.01 0.02 -0.13
C -2.556 2.029 -0.303 -0.24 0.08 -0.01
H -0.871 2.093 1.006 0.01 -0.23 -0.48
C -3.068 3.376 0.236 0.02 -0.07 0.08
H -2.782 1.948 -1.379 0.04 0.04 0.11
H -3.100 1.216 0.195 0.12 0.16 -0.05
C -2.297 4.573 -0.332 0.00 0.00 0.01
H -4.136 3.473 0.005 0.11 0.03 0.06
H -2.971 3.371 1.330 0.03 -0.03 -0.15
C -0.776 4.392 -0.233 -0.20 0.14 -0.14
H -2.578 4.708 -1.385 0.07 -0.01 0.01
H -2.601 5.488 0.191 0.03 -0.12 -0.07
C -0.346 3.056 -0.843 0.32 -0.03 -0.15
H -0.259 5.216 -0.744 -0.09 -0.18 0.16
H -0.480 4.438 0.832 -0.07 -0.03 -0.29
H -0.631 3.019 -1.905 -0.01 0.15 0.18
H 0.756 2.988 -0.841 -0.44 -0.04 0.08
C -0.460 -1.917 -2.178 0.10 -0.20 0.01
H -2.051 -0.521 -1.771 0.22 -0.01 0.02
C -1.211 -2.530 -3.366 0.00 0.15 0.13
H 0.617 -1.898 -2.399 -0.31 0.04 0.06
H -0.596 -2.554 -1.292 0.10 0.23 -0.27
C -1.117 -1.674 -4.632 0.17 0.03 0.01
H -0.808 -3.531 -3.562 -0.15 0.10 0.01
H -2.265 -2.645 -3.084 0.05 -0.05 -0.03
C -1.419 -0.192 -4.381 -0.10 -0.05 0.17
H -0.111 -1.770 -5.060 -0.05 0.03 0.09
H -1.813 -2.064 -5.383 0.10 0.04 0.00
C -0.693 0.389 -3.156 0.14 0.10 -0.08
H -1.153 0.394 -5.267 -0.11 -0.05 0.09
H -2.502 -0.074 -4.225 0.12 0.03 -0.03
H 0.391 0.443 -3.359 -0.29 -0.02 0.13
H -1.039 1.418 -2.992 0.11 -0.31 -0.06
C 0.878 -2.376 1.524 -3.46 -0.71 -0.53
C -0.898 -2.094 1.370 4.29 -4.72 0.70
H 1.189 -2.795 0.555 -0.09 -0.24 0.13
C -1.558 -2.573 2.670 0.23 0.07 -0.09
H -1.101 -2.820 0.566 -0.51 0.33 0.25
C -0.778 -2.142 3.919 -0.24 0.20 0.02
H -2.577 -2.174 2.729 -0.11 -0.09 0.06
H -1.633 -3.668 2.656 -0.02 0.15 -0.03
C 0.624 -2.758 4.018 0.24 -0.15 0.09
H -0.709 -1.045 3.951 -0.03 -0.19 -0.09
H -1.354 -2.436 4.806 0.02 0.16 -0.09
C 1.192 -3.266 2.681 -0.41 -0.54 -0.07
H 1.304 -2.022 4.464 -0.05 -0.04 -0.15
H 0.593 -3.597 4.725 0.05 0.05 -0.08
H 2.283 -3.385 2.779 -0.16 -0.02 -0.06
H 0.786 -4.267 2.470 0.11 -0.35 0.44
I 3.479 3.621 -0.298 0.68 0.53 -0.95
```
Positions in Å, forces in eV/Å.

Summary:
Total energy in hartree: -3237.491504
Molar mass in g/mol: 712.0
LUMO level (spin up / spin down) in eV: 2.28 / 2.27
Spin multiplicity: 2
Strongest force on any atom in Eh/bohr: 0.1247
Kohn-Sham gap (spin up / spin down) in eV: 3.01 / 4.21
Net charge: -1